ORCA calculation (the ωB97M-V functional and the def2-TZVPD basis) on a cluster of 4 separate species, C45H93ClF2NO2 in total at a distorted geometry.

Summary:
E_LUMO: -2.7 eV
net charge: +1
E_HOMO: -0.448 hartree

Last column: Mulliken charge in e.
Cartesian coordinates (Å):
C (2.528, -1.081, -0.195)  0.49
C (3.317, -2.232, 0.451)  -0.71
C (2.585, -2.887, 1.642)  -1.12
C (1.054, -3.024, 1.489)  -0.07
C (0.258, -1.836, 2.085)  -0.78
C (-1.213, -2.204, 2.394)  -0.84
C (-2.250, -1.760, 1.341)  -1.83
C (-1.895, -2.065, -0.119)  1.49
C (-2.165, -3.540, -0.480)  -0.81
C (-2.346, -3.756, -2.012)  -0.70
C (-1.060, -4.352, -2.606)  0.02
C (-1.243, -4.849, -4.049)  -1.16
C (-1.440, -3.708, -5.080)  -0.59
C (-0.128, -3.122, -5.634)  -1.29
C (0.531, -2.060, -4.728)  -0.75
C (-0.435, -1.009, -4.204)  -0.43
C (0.284, 0.073, -3.331)  0.70
C (-0.362, 1.461, -3.466)  -1.47
N (0.347, 2.485, -4.341)  0.45
C (-0.246, 3.813, -3.908)  -0.80
C (-1.741, 3.966, -4.245)  -0.13
O (-2.202, 4.846, -4.864)  -0.43
C (1.816, 2.598, -4.007)  -1.37
C (2.747, 1.922, -5.026)  0.45
C (3.987, 1.398, -4.232)  -1.54
C (4.441, 0.006, -4.667)  0.53
C (5.851, -0.211, -4.078)  -1.51
F (3.632, -0.957, -4.094)  -0.26
O (2.176, 0.805, -5.681)  -0.30
C (1.015, 1.065, -6.372)  0.00
F (1.394, 1.435, -7.632)  -0.40
C (0.099, 2.200, -5.775)  0.10
Cl (0.285, 3.664, -6.792)  -0.05
H (3.164, -0.618, -0.957)  0.18
H (1.600, -1.423, -0.647)  -0.55
H (2.305, -0.322, 0.560)  0.02
H (3.527, -2.971, -0.325)  0.29
H (4.244, -1.784, 0.814)  0.37
H (2.999, -3.881, 1.823)  0.32
H (2.810, -2.289, 2.531)  0.22
H (0.799, -3.101, 0.427)  -0.26
H (0.687, -3.932, 1.973)  0.85
H (0.243, -1.048, 1.324)  0.41
H (0.760, -1.423, 2.960)  0.88
H (-1.469, -1.720, 3.341)  0.26
H (-1.317, -3.279, 2.567)  0.45
H (-2.480, -0.698, 1.468)  0.29
H (-3.184, -2.286, 1.559)  0.49
H (-2.550, -1.473, -0.770)  0.63
H (-0.863, -1.812, -0.377)  -1.29
H (-3.059, -3.905, 0.029)  0.43
H (-1.327, -4.156, -0.146)  0.31
H (-2.514, -2.788, -2.488)  0.34
H (-3.187, -4.434, -2.149)  0.38
H (-0.244, -3.628, -2.527)  -0.37
H (-0.774, -5.218, -2.002)  0.57
H (-2.130, -5.486, -4.097)  0.42
H (-0.390, -5.447, -4.380)  0.39
H (-1.990, -4.114, -5.931)  0.39
H (-2.093, -2.963, -4.622)  0.32
H (0.583, -3.949, -5.718)  0.47
H (-0.283, -2.772, -6.658)  0.32
H (0.988, -2.593, -3.892)  0.51
H (1.366, -1.606, -5.265)  0.33
H (-0.958, -0.470, -5.006)  0.57
H (-1.208, -1.461, -3.587)  -0.03
H (1.365, 0.025, -3.459)  -0.26
H (0.094, -0.243, -2.307)  0.05
H (-0.525, 1.855, -2.466)  0.28
H (-1.362, 1.299, -3.863)  0.54
H (-0.160, 3.920, -2.826)  0.78
H (0.277, 4.664, -4.336)  0.43
H (-2.433, 3.189, -3.848)  0.42
H (2.127, 3.637, -3.932)  0.57
H (1.942, 2.187, -3.008)  0.52
H (3.140, 2.665, -5.722)  0.75
H (3.761, 1.292, -3.166)  0.30
H (4.816, 2.100, -4.287)  0.61
H (4.509, -0.089, -5.748)  0.31
H (6.026, -1.265, -3.878)  0.40
H (6.563, 0.156, -4.818)  0.39
H (5.950, 0.330, -3.136)  0.37
H (0.476, 0.134, -6.521)  0.15
H (-0.931, 1.896, -5.928)  0.56
C (-3.863, 1.777, -1.290)  -1.07
C (-3.995, 3.297, -1.213)  -0.06
C (-4.493, 3.795, 0.142)  -1.03
C (-5.893, 3.319, 0.531)  -0.79
C (-6.999, 3.677, -0.461)  -0.36
C (-7.195, 5.180, -0.634)  -1.20
H (-4.825, 1.281, -1.162)  0.52
H (-3.467, 1.475, -2.265)  0.27
H (-3.181, 1.405, -0.521)  0.20
H (-4.651, 3.650, -2.014)  0.43
H (-3.011, 3.742, -1.403)  0.04
H (-4.465, 4.888, 0.147)  0.39
H (-3.790, 3.476, 0.919)  0.38
H (-6.142, 3.742, 1.509)  0.44
H (-5.883, 2.234, 0.671)  0.28
H (-7.936, 3.243, -0.102)  0.39
H (-6.803, 3.217, -1.434)  0.24
H (-7.431, 5.655, 0.320)  0.30
H (-8.019, 5.379, -1.321)  0.38
H (-6.304, 5.659, -1.044)  0.28
C (0.878, -3.202, 5.361)  -0.48
C (-0.023, -3.749, 6.462)  -0.67
C (-1.262, -2.891, 6.714)  -0.71
C (-0.984, -1.465, 7.191)  -0.14
C (-0.158, -1.355, 8.472)  -0.47
C (-0.837, -1.983, 9.686)  -1.34
H (1.282, -2.220, 5.618)  0.13
H (1.724, -3.872, 5.194)  0.44
H (0.330, -3.113, 4.422)  -0.13
H (0.554, -3.867, 7.383)  0.32
H (-0.352, -4.752, 6.178)  0.35
H (-1.899, -3.401, 7.443)  0.37
H (-1.850, -2.837, 5.791)  0.30
H (-1.943, -0.959, 7.343)  0.46
H (-0.475, -0.908, 6.397)  -0.11
H (0.015, -0.295, 8.680)  0.40
H (0.829, -1.804, 8.330)  0.25
H (-1.809, -1.522, 9.870)  0.31
H (-0.224, -1.844, 10.578)  0.40
H (-0.985, -3.056, 9.554)  0.29
C (1.371, 1.855, 5.232)  -1.24
C (1.894, 1.956, 3.802)  -0.10
C (3.355, 1.529, 3.660)  -0.23
C (4.359, 2.378, 4.441)  -0.97
C (4.344, 3.869, 4.108)  -0.42
C (4.709, 4.170, 2.658)  -1.14
H (1.909, 2.522, 5.907)  0.34
H (0.316, 2.131, 5.268)  0.44
H (1.464, 0.834, 5.609)  0.18
H (1.756, 2.975, 3.430)  0.37
H (1.283, 1.310, 3.162)  -0.01
H (3.623, 1.534, 2.598)  0.29
H (3.454, 0.488, 3.988)  0.21
H (5.363, 1.983, 4.256)  0.40
H (4.184, 2.255, 5.513)  0.37
H (5.061, 4.375, 4.759)  0.40
H (3.366, 4.301, 4.337)  0.23
H (5.700, 3.781, 2.416)  0.29
H (4.719, 5.247, 2.483)  0.38
H (3.989, 3.732, 1.962)  0.23